# 1
This record from the Open Molecules 2025 dataset describes a structure of composition C18H14I3N2O2PrS3Sb at a distorted geometry. The level of theory is the ωB97M-V functional and the def2-TZVPD basis.

Computed properties:
* <S²>: 3.76
* E_HOMO (alpha / beta): -7.851 / -7.797 eV
* charge: 0
* HOMO-LUMO gap (alpha / beta): 7.18 / 5.87 eV
* energy relative to the best compared isomer or geometry (same formula, charge and spin): 0.0 kcal per mole
* multiplicity: 4

```
44
Properties=species:S:1:pos:R:3:nbo_charge:R:1
Pr 10.30 11.99 5.53 0.387
I 10.99 12.59 8.72 0.411
C 10.86 14.77 8.83 -0.681
I 12.23 15.67 7.47 0.196
H 11.09 15.11 9.82 0.224
H 9.87 15.04 8.52 0.240
S 11.51 13.60 3.52 -0.566
Sb 9.31 14.51 3.64 1.040
S 8.86 14.46 5.94 -0.693
S 8.63 12.11 3.13 -0.291
C 15.03 11.73 6.04 -0.242
C 15.37 10.41 5.75 -0.140
C 14.39 9.50 5.42 -0.229
C 13.06 9.91 5.44 0.211
N 12.76 11.18 5.65 -0.457
C 13.70 12.08 5.94 0.101
C 11.92 9.01 5.14 0.210
C 11.92 7.69 5.53 -0.221
C 10.75 6.94 5.32 -0.136
C 9.69 7.50 4.63 -0.240
C 9.81 8.84 4.24 0.089
N 10.87 9.59 4.53 -0.436
H 15.79 12.46 6.29 0.235
H 16.41 10.08 5.78 0.226
H 14.65 8.48 5.16 0.227
H 13.34 13.09 6.07 0.233
H 12.76 7.28 6.06 0.225
H 10.70 5.93 5.69 0.226
H 8.77 6.95 4.47 0.236
H 8.99 9.29 3.69 0.233
I 6.27 5.17 10.05 0.175
C 7.25 6.69 9.16 -0.172
C 6.45 7.58 8.48 -0.269
C 7.04 8.67 7.89 -0.092
C 8.41 8.85 7.95 -0.192
C 9.20 7.91 8.61 -0.148
C 8.62 6.80 9.20 -0.256
C 9.00 10.03 7.24 0.799
O 8.30 10.83 6.63 -0.639
O 10.28 10.13 7.26 -0.744
H 5.38 7.42 8.43 0.226
H 6.40 9.37 7.35 0.233
H 10.27 8.05 8.61 0.235
H 9.22 6.05 9.68 0.225
```



# 2
This record from the Open Molecules 2025 dataset describes the molecule C6H12O. The level of theory is the ωB97M-V functional and the def2-TZVPD basis.

Computed properties:
* E_HOMO: -9.574 eV
* charge: 0
* HOMO-LUMO gap: 10.52 eV
* SMILES: C[C@H]1OCC1(C)C
* energy relative to the best compared isomer or geometry (same formula, charge and spin): 28.7 kcal per mole

```
19
Properties=species:S:1:pos:R:3:nbo_charge:R:1
C 0.02 -1.26 -1.81 -0.640
C -0.70 -0.45 -0.73 0.119
O -1.35 -1.32 0.22 -0.540
C -0.50 -0.87 1.28 -0.052
C 0.06 0.28 0.42 -0.098
C -0.66 1.61 0.75 -0.604
C 1.57 0.54 0.30 -0.616
H -0.74 -1.83 -2.36 0.225
H 0.53 -0.61 -2.53 0.211
H 0.74 -1.98 -1.40 0.211
H -1.41 0.22 -1.22 0.167
H 0.21 -1.65 1.59 0.170
H -1.07 -0.53 2.16 0.173
H -1.74 1.48 0.83 0.214
H -0.49 2.37 -0.03 0.207
H -0.31 2.07 1.69 0.211
H 1.66 1.62 0.21 0.210
H 2.07 0.09 -0.57 0.217
H 2.14 0.23 1.19 0.216
```



# 3
This record from the Open Molecules 2025 dataset describes a cluster of 6 separate species, C36H24O24 in total at a distorted geometry. The level of theory is the ωB97M-V functional and the def2-TZVPD basis.

Computed properties:
* E_HOMO: -9.472 eV
* charge: 0
* HOMO-LUMO gap: 7.83 eV
* SMILES: O=C1C=C(O)C(=O)C=C1O.O=C1C=C(O)C(=O)C=C1O.O=C1C=C(O)C(=O)C=C1O.O=C1C=C(O)C(=O)C=C1O.O=C1C=C(O)C(=O)C=C1O.O=C1C=C(O)C(=O)C=C1O
* energy relative to the best compared isomer or geometry (same formula, charge and spin): 1.4 kcal per mole

```
84
Properties=species:S:1:pos:R:3:lowdin_charge:R:1
O -1.96 0.74 4.54 0.091
C -2.72 -0.21 4.34 -0.286
C -3.26 -0.47 3.02 0.087
C -4.32 -1.28 2.97 -0.191
O -5.11 -1.35 1.90 0.113
C -4.87 -2.05 4.20 -0.276
O -5.88 -2.72 4.05 0.106
C -4.09 -1.95 5.42 0.079
C -3.14 -1.05 5.47 -0.248
O -2.42 -0.85 6.58 0.127
H -2.87 0.06 2.21 0.086
H -5.82 -1.98 2.12 0.115
H -4.26 -2.57 6.23 0.117
H -1.82 -0.12 6.35 0.116
O 2.89 -1.45 -3.74 0.073
C 2.80 -2.63 -4.03 -0.325
C 1.54 -3.36 -4.02 0.061
C 1.48 -4.62 -4.58 -0.209
O 0.42 -5.38 -4.48 0.123
C 2.82 -5.32 -5.05 -0.310
O 2.61 -6.47 -5.38 0.097
C 4.06 -4.62 -4.94 0.061
C 4.07 -3.33 -4.50 -0.207
O 5.17 -2.55 -4.50 0.094
H 0.68 -2.85 -3.50 0.146
H 0.60 -6.22 -4.91 0.114
H 5.01 -5.11 -5.32 0.157
H 4.99 -1.70 -4.01 0.137
O 3.55 -4.18 -1.39 0.107
C 2.91 -4.21 -0.37 -0.320
C 1.76 -5.05 -0.14 0.082
C 1.42 -5.20 1.17 -0.232
O 0.36 -5.87 1.51 0.129
C 2.24 -4.69 2.38 -0.326
O 1.94 -5.19 3.44 0.108
C 3.35 -3.83 2.13 0.072
C 3.62 -3.53 0.83 -0.230
O 4.65 -2.81 0.53 0.142
H 1.29 -5.49 -0.99 0.123
H 0.50 -5.93 2.48 0.112
H 4.01 -3.60 2.92 0.119
H 4.77 -2.81 -0.43 0.127
O -5.86 6.73 3.19 0.100
C -4.98 6.14 2.58 -0.302
C -5.16 5.03 1.65 0.065
C -4.08 4.42 1.09 -0.188
O -4.20 3.27 0.42 0.109
C -2.70 5.15 1.18 -0.305
O -1.81 4.73 0.45 0.083
C -2.48 6.19 2.08 0.054
C -3.55 6.67 2.71 -0.200
O -3.45 7.71 3.55 0.112
H -6.17 4.74 1.38 0.130
H -3.32 3.00 0.10 0.085
H -1.48 6.59 2.20 0.151
H -4.30 8.10 3.77 0.115
O 1.39 3.54 -0.07 0.126
C 1.81 3.44 -1.18 -0.344
C 3.02 2.79 -1.61 0.060
C 3.33 2.76 -2.94 -0.212
O 4.40 2.15 -3.42 0.127
C 2.46 3.55 -3.96 -0.282
O 2.88 3.46 -5.13 0.058
C 1.31 4.33 -3.56 0.058
C 0.95 4.19 -2.26 -0.206
O -0.17 4.77 -1.86 0.100
H 3.63 2.44 -0.76 0.140
H 4.45 2.29 -4.35 0.097
H 0.73 4.80 -4.34 0.136
H -0.43 4.78 -0.92 0.081
O 1.83 -1.20 -1.02 0.117
C 0.99 -0.47 -0.55 -0.301
C 1.00 -0.15 0.85 0.064
C 0.05 0.59 1.34 -0.228
O 0.12 1.03 2.62 0.106
C -1.04 1.15 0.48 -0.272
O -2.01 1.64 1.07 0.056
C -0.90 1.09 -1.00 0.100
C 0.07 0.27 -1.49 -0.256
O 0.31 0.07 -2.73 0.142
H 1.77 -0.47 1.51 0.139
H -0.69 1.45 2.92 0.087
H -1.75 1.59 -1.54 0.149
H 1.03 -0.57 -2.91 0.087
```



# 4
This record from the Open Molecules 2025 dataset describes a cluster of 3 separate species, C2H9NO4 in total at a distorted geometry. The level of theory is the ωB97M-V functional and the def2-TZVPD basis.

Computed properties:
* E_HOMO: -10.399 eV
* charge: 0
* HOMO-LUMO gap: 11.07 eV
* SMILES: O=CNCO.O.O
* energy relative to the best compared isomer or geometry (same formula, charge and spin): 15.5 kcal per mole

```
16
Properties=species:S:1:pos:R:3:nbo_charge:R:1
O 0.31 1.57 1.42 -0.662
C -0.47 1.60 0.47 0.541
N -0.28 1.02 -0.74 -0.645
C 0.81 0.09 -1.02 0.061
O 0.60 -1.20 -0.40 -0.758
H -1.42 2.22 0.42 0.116
H -1.18 0.98 -1.33 0.434
H 1.78 0.54 -0.60 0.192
H 0.99 0.03 -2.13 0.203
H 0.50 -1.10 0.56 0.512
O -1.83 -0.99 -2.01 -0.956
H -2.49 -1.20 -1.28 0.470
H -1.06 -1.38 -1.61 0.487
O 1.02 -0.95 2.55 -0.976
H 1.01 0.03 2.59 0.506
H 1.72 -1.25 3.10 0.475
```